Density functional theory data (ωB97M-V/def2-TZVPD) for a 2-piece molecular cluster, C3H6O2 overall.

```
11
Properties=species:S:1:pos:R:3:mulliken_charge:R:1
O 0.50796 -1.99594 -0.11231 -0.61
O 0.73105 -0.67480 -0.61856 -0.09
C 1.29601 0.00285 0.48698 -0.67
C -1.87728 -0.71945 0.01612 -0.58
C -2.52322 0.35596 -0.10020 -0.34
H -0.23694 -0.32609 -0.71966 0.36
H -3.20728 1.07376 -0.39790 0.41
H 2.24066 0.52451 0.31872 0.28
H -1.10815 -1.41931 0.36967 0.56
H 0.55753 0.65414 0.94015 0.34
H 1.45001 -0.64428 1.30343 0.34
```

Its spin multiplicity is 1. The calculation puts the energy above the lowest of the compared OMol25 structures with the same formula, charge and spin at 188.7 kcal per mole.

=====

Density functional theory data (ωB97M-V/def2-TZVPD) for C6H10N4S as an isolated structure.

```
21
Properties=species:S:1:pos:R:3:mulliken_charge:R:1
S -1.02061 -1.53170 0.87099 0.49
N 0.15736 -1.05478 1.71830 -0.21
N 0.49165 -1.17713 -0.74597 -0.61
N 0.63772 0.24147 -0.92676 0.22
N 0.44509 0.64331 1.49155 -0.31
C -1.78271 -2.74665 1.89767 -0.90
C 0.67143 2.40054 0.18801 -0.44
C 0.56355 1.02934 0.26669 0.73
C 0.53727 0.78615 -2.10053 0.28
C 0.69338 2.98092 -1.03197 -0.28
C 0.58820 2.15206 -2.16193 -0.61
H 0.47744 2.90417 1.10558 0.49
H -2.62433 -2.32063 2.56502 0.36
H -2.16580 -3.62930 1.25866 0.37
H 1.33088 -1.64471 -0.56430 0.29
H -1.01111 -3.08674 2.52097 0.34
H 0.23763 -1.32320 2.68440 0.34
H 0.12804 -1.45507 -1.68893 0.32
H 0.33640 0.14446 -3.01331 0.33
H 0.63644 2.62116 -3.21531 0.36
H 0.67209 4.06632 -1.11883 0.43
```

The total charge is +2. Its spin multiplicity is 1.

=====

Density functional theory data (ωB97M-V/def2-TZVPD) for a 5-piece molecular cluster, C4H13O7 overall.

```
24
Properties=species:S:1:pos:R:3:mulliken_charge:R:1
O 1.39680 -0.29855 -0.06834 -0.84
O 0.88647 -0.45229 -2.24538 -0.98
O -2.79232 -0.32301 2.30942 -0.48
O -0.13996 0.98805 3.74552 -0.64
O -0.09669 -3.03857 -2.45231 -0.69
O 2.53723 1.79477 1.42399 -0.67
O 1.44977 2.26374 -2.79680 -0.68
C -2.60269 -0.52758 1.13590 -0.02
C 0.59801 -0.32776 -1.02058 0.41
C -0.89466 -0.11025 -0.68739 -0.32
C -1.30148 -0.93535 0.53001 -0.36
H -0.92332 0.95719 -0.44792 0.37
H 2.12377 1.14969 0.80944 0.47
H 0.12760 -2.07933 -2.55330 0.38
H -1.39896 -1.96415 0.17508 0.29
H 2.35805 2.40422 -2.52233 0.29
H -0.51750 -0.87341 1.28715 0.28
H 2.47594 1.34669 2.27211 0.28
H -3.44757 -0.41330 0.41755 0.32
H -1.54507 -0.27071 -1.54248 0.32
H 0.42755 -3.25833 -1.67444 0.30
H 1.25280 1.32242 -2.61046 0.37
H -0.29597 0.81177 2.80797 0.32
H 0.32221 1.83408 3.70760 0.29
```

The total charge is -1. Its spin multiplicity is 1. The calculation puts the energy above the lowest of the compared OMol25 structures with the same formula, charge and spin at 0.0 kcal per mole.

=====

Density functional theory data (ωB97M-V/def2-TZVPD) for an isolated molecule of C3H4N2O3.

```
12
Properties=species:S:1:pos:R:3:mulliken_charge:R:1
O 1.71658 0.29984 -1.38139 -0.51
O -2.27699 -1.22162 -0.63172 -0.44
O -2.18682 1.43557 -0.43654 -0.44
N 0.73050 -0.05772 0.68603 -0.30
N -0.60042 0.02716 0.29687 0.17
C -1.16122 -1.11067 -0.23825 0.08
C 1.82172 -0.07124 -0.19784 0.17
C -1.08828 1.29153 -0.03185 0.16
H 2.79637 -0.30244 0.37608 0.31
H -0.41527 -1.94819 -0.20529 0.32
H 0.87416 -0.32001 1.62048 0.18
H -0.21033 1.97778 0.14343 0.31
```

The SMILES is O=CNN(C=O)C=O. Its spin multiplicity is 1. The calculation puts the energy above the lowest of the compared OMol25 structures with the same formula, charge and spin at 42.9 kcal per mole.

=====

Density functional theory data (ωB97M-V/def2-TZVPD) for a 2-piece molecular cluster, C9H13BF2O2 overall.

```
27
Properties=species:S:1:pos:R:3:mulliken_charge:R:1
F -0.77949 1.51580 -1.81320 -0.32
F -1.92633 -2.25539 0.86462 -0.33
O 0.52612 -0.91105 -2.40070 -0.59
O 0.09024 -2.60509 -0.80604 -0.57
C -1.72660 0.70442 -1.22224 0.20
C -1.12407 -0.47610 -0.55935 0.25
C 2.82433 -0.25289 0.96330 -1.33
C -3.52424 0.93871 0.53745 -0.26
C -2.10480 -1.04364 0.34771 0.38
C -3.26713 -0.43540 0.77504 -0.61
C -2.73735 1.52808 -0.46107 -0.93
C 1.70761 0.74075 0.84510 0.32
C 0.48415 0.14857 1.33667 -1.23
B -0.10122 -1.36500 -1.26127 0.86
H -3.82744 -0.99126 1.48300 0.45
H -0.17472 0.77661 1.73256 0.52
H 2.89259 -0.99134 0.21890 0.31
H -2.62072 2.55854 -0.67018 0.46
H -2.37668 0.49730 -2.24179 0.10
H 0.89009 -1.62943 -2.92263 0.24
H -4.25691 1.54626 1.17887 0.31
H 3.78854 0.38856 0.91612 0.33
H 2.76377 -0.84183 1.90227 0.35
H 0.54057 -0.79609 1.84138 0.41
H 0.64670 -3.23901 -1.41000 0.27
H 1.73725 1.04805 -0.28324 0.15
H 1.91117 1.54686 1.65078 0.27
```

Its spin multiplicity is 1. The calculation puts the energy above the lowest of the compared OMol25 structures with the same formula, charge and spin at 87.7 kcal per mole.

=====

Density functional theory data (ωB97M-V/def2-TZVPD) for a 2-piece molecular cluster, C6H15N3O2 overall.

```
26
Properties=species:S:1:pos:R:3:mulliken_charge:R:1
O 3.01660 1.38132 -0.31960 -0.24
O 2.76326 -1.39572 0.85668 -0.67
N -0.51563 0.51081 0.58634 -0.21
N 2.00446 -0.37793 0.76454 0.42
N 2.02192 0.79127 0.40154 -0.02
C -1.53230 -0.21885 -0.07941 1.23
C -2.66062 0.61042 -0.69726 -1.69
C -0.72457 1.56335 1.24401 -0.37
C -2.07149 -1.13407 0.97165 -1.49
C 3.97524 0.44088 -0.85237 -0.65
C -0.88914 -1.13524 -1.09781 -1.31
H -1.54592 2.31333 1.37924 0.21
H -3.44247 -0.12411 -0.67382 0.43
H -1.35609 -1.87353 1.29420 0.40
H -1.54447 -1.37144 -2.06890 0.28
H 0.15810 1.92240 1.83825 0.24
H 4.25075 1.00771 -1.83692 0.25
H 1.01359 -0.43174 1.20757 0.37
H -2.45884 0.97915 -1.69077 0.34
H 3.49315 -0.40827 -1.24641 0.34
H -3.13770 -1.48328 0.63346 0.29
H -2.89415 1.40578 -0.09019 0.51
H 4.93592 0.23925 -0.28032 0.26
H -0.01222 -0.69805 -1.53014 0.40
H -0.45607 -2.02839 -0.52075 0.26
H -2.39133 -0.48505 1.80718 0.41
```

The SMILES is CO/N=[NH+]\[O-].C=NC(C)(C)C. Its spin multiplicity is 1. The calculation puts the energy above the lowest of the compared OMol25 structures with the same formula, charge and spin at 164.3 kcal per mole.

=====

Number 1: total energy -268.104516 Eh, largest force on an atom 6.2 eV/A. Number 2: total energy -850.958946 Eh, largest force on an atom 5.9 eV/A. Number 3: total energy -686.997625 Eh, largest force on an atom 0.6 eV/A. Number 4: total energy -451.911445 Eh, largest force on an atom 3.6 eV/A. Number 5: total energy -725.723478 Eh, largest force on an atom 4.2 eV/A. Number 6: total energy -552.099732 Eh, largest force on an atom 4.3 eV/A.